The following is a DFT calculation (the ωB97M-V functional and the def2-TZVPD basis) of a 3-piece molecular cluster, C3H13NO2S2 overall in a non-equilibrium geometry.

Last column: Mulliken charge in e.
Atoms and positions in Å:
C -0.811 -1.050 -2.412  -0.330
H 0.118 0.853 -3.009  0.369
C -0.743 2.534 1.309  -0.791
H 0.124 2.206 1.879  0.172
H 1.757 0.292 2.572  0.327
C -0.613 0.431 -2.297  -0.703
H -2.702 -1.225 -1.574  0.127
H -1.506 -1.853 -0.557  0.215
H -1.506 1.126 -2.234  0.324
H -1.178 -1.490 -3.391  0.263
S -1.370 1.033 0.477  0.022
H 2.640 -2.595 2.000  0.313
H 1.440 -2.212 1.137  0.278
O 2.415 -0.014 3.225  -0.633
H 2.969 -0.714 2.921  0.328
H 0.105 -1.591 -2.118  0.246
S 0.274 0.810 -0.735  -0.088
H -0.455 3.397 0.640  0.276
N -1.786 -1.094 -1.346  -0.442
H -1.394 3.011 1.967  0.349
O 2.224 -1.857 1.547  -0.622

Values from the calculation:
multiplicity = 1
DFT total energy = -30575.6273 eV
energy above the lowest of the compared OMol25 structures with the same formula, charge and spin = 211.95 kJ/mol
SMILES = CSSCCN.O.O
charge = 0



The following is a DFT calculation (the ωB97M-V functional and the def2-TZVPD basis) of C5H12N2O as an isolated structure in a non-equilibrium geometry.

Last column: Mulliken charge in e.
Atoms and positions in Å:
H 0.264 2.625 1.132  0.405
C 0.142 1.088 -1.436  -1.283
N -1.194 0.358 0.363  -0.333
H 1.177 1.043 -1.778  0.318
O -1.546 0.473 1.700  -0.366
N 1.088 -1.722 -0.118  -0.680
H -2.205 -2.124 -0.280  0.264
C -1.227 -1.957 0.143  -0.525
H -0.190 -2.285 -1.690  0.307
H -0.756 0.598 2.251  0.321
H 1.771 1.971 0.483  0.388
H -0.254 2.084 -1.642  0.354
C 0.826 1.705 0.956  -1.673
H 1.068 1.255 1.923  0.486
H -1.161 -1.939 1.220  0.247
C -0.097 -2.132 -0.616  -0.122
C 0.064 0.751 0.043  0.926
H 0.845 -0.496 0.189  0.310
H 1.816 -1.664 -0.825  0.294
H -0.430 0.366 -2.020  0.362

Values from the calculation:
multiplicity = 1
DFT total energy = -10402.8496 eV
energy above the lowest of the compared OMol25 structures with the same formula, charge and spin = 537.85 kJ/mol
charge = 0



The following is a DFT calculation (the ωB97M-V functional and the def2-TZVPD basis) of C12H30F4O6S4Tl as an isolated structure in a non-equilibrium geometry.

Last column: Mulliken charge in e.
Atoms and positions in Å:
H 1.844 -3.633 -3.731  0.417
H -0.165 2.478 5.929  0.346
H 1.106 2.624 -0.659  -0.214
H 2.672 -0.552 -3.404  0.370
O 0.667 -4.136 1.515  -0.654
F 0.187 0.432 0.150  -0.481
H 1.089 0.127 -3.077  0.140
F -2.035 -6.002 0.477  -0.284
F -1.005 -6.096 2.360  -0.245
C 2.142 2.908 -0.500  -0.686
S 0.626 2.115 3.539  0.625
H -2.601 -3.503 -0.703  0.428
H -3.118 -1.978 1.133  0.350
O -4.206 1.772 -1.138  -0.663
H -1.368 -2.412 -1.278  0.055
C 4.707 2.475 0.463  -1.183
H -1.531 2.008 -3.062  0.513
C -1.906 -2.724 -0.377  -0.099
O -0.945 -2.997 0.636  0.094
H 4.944 2.999 -0.463  0.412
C -0.522 2.270 2.174  -0.369
Tl 1.301 -1.277 1.911  1.238
S 3.148 1.622 0.187  0.682
C -1.520 -5.257 1.479  0.795
H 2.472 3.221 -1.500  0.497
S -2.787 2.163 -0.995  0.584
H 5.440 1.752 0.804  0.369
H -3.592 -1.285 -0.480  0.454
C -0.475 2.474 4.890  -1.079
O 2.606 1.301 1.555  -0.549
H -0.768 1.139 -1.720  -0.267
H -0.039 2.128 1.213  -0.371
H -2.152 0.397 -2.516  0.424
C -0.471 -4.311 0.847  0.130
H 2.237 3.878 -0.001  0.452
S 1.215 -1.955 -2.116  0.755
C -2.655 3.881 -1.574  -1.077
F -2.542 -4.624 2.050  -0.242
H -2.099 -0.780 0.458  -0.011
H 1.190 -0.984 -4.395  0.411
C -1.720 1.348 -2.216  -0.663
O 1.939 -1.594 -0.866  -0.555
C 2.118 -3.397 -2.703  -1.121
H -1.074 3.204 2.262  0.551
H -0.927 3.448 4.675  0.389
C 1.607 -0.778 -3.413  -0.914
H -1.679 4.344 -1.430  0.314
H 1.772 -4.173 -2.025  0.281
H -3.380 4.437 -0.985  0.363
H -1.328 1.794 4.780  0.334
H -0.284 -4.670 -0.194  0.245
H -1.201 1.419 2.270  0.248
O 0.977 0.659 3.636  -0.587
C -2.779 -1.587 0.170  -1.020
H -2.897 3.853 -2.636  0.359
H 4.576 3.239 1.231  0.361
H 3.186 -3.204 -2.635  0.349

Values from the calculation:
multiplicity = 1
DFT total energy = -84104.8165 eV
charge = +1



The following is a DFT calculation (the ωB97M-V functional and the def2-TZVPD basis) of an isolated ion of composition C3H8ClN3 and charge +2 in a non-equilibrium geometry.

Last column: Mulliken spin population.
Atoms and positions in Å:
H -3.182 -0.538 -0.156  0.006
H -3.284 0.842 0.957  0.078
H 1.784 -1.783 0.043  -0.004
C -0.602 -0.301 0.000  0.736
N 1.009 0.129 0.056  0.008
H 1.172 1.128 0.002  -0.004
C 2.014 -0.720 0.017  0.020
C -2.881 0.496 -0.001  0.051
H -1.158 1.640 0.001  -0.040
H 4.012 -1.026 -0.052  -0.004
N 3.251 -0.351 -0.034  0.077
N -1.450 0.658 -0.007  0.740
H 3.541 0.624 -0.050  -0.002
H -3.327 1.123 -0.777  0.051
Cl -0.898 -1.921 0.001  0.286

Values from the calculation:
multiplicity = 3
DFT total energy = -20210.4578 eV
energy above the lowest of the compared OMol25 structures with the same formula, charge and spin = 48.12 kJ/mol
expectation value of S² = 2.01
charge = +2



What did the first record say?
The following is a DFT calculation (the ωB97M-V functional and the def2-TZVPD basis) of a 3-piece molecular cluster, C3H13NO2S2 overall in a non-equilibrium geometry.

Last column: Mulliken charge in e.
Atoms and positions in Å:
C -0.811 -1.050 -2.412  -0.330
H 0.118 0.853 -3.009  0.369
C -0.743 2.534 1.309  -0.791
H 0.124 2.206 1.879  0.172
H 1.757 0.292 2.572  0.327
C -0.613 0.431 -2.297  -0.703
H -2.702 -1.225 -1.574  0.127
H -1.506 -1.853 -0.557  0.215
H -1.506 1.126 -2.234  0.324
H -1.178 -1.490 -3.391  0.263
S -1.370 1.033 0.477  0.022
H 2.640 -2.595 2.000  0.313
H 1.440 -2.212 1.137  0.278
O 2.415 -0.014 3.225  -0.633
H 2.969 -0.714 2.921  0.328
H 0.105 -1.591 -2.118  0.246
S 0.274 0.810 -0.735  -0.088
H -0.455 3.397 0.640  0.276
N -1.786 -1.094 -1.346  -0.442
H -1.394 3.011 1.967  0.349
O 2.224 -1.857 1.547  -0.622

Values from the calculation:
multiplicity = 1
DFT total energy = -30575.6273 eV
energy above the lowest of the compared OMol25 structures with the same formula, charge and spin = 211.95 kJ/mol
SMILES = CSSCCN.O.O
charge = 0